179
Properties=species:S:1:pos:R:3 method="wB97M-V/def2-TZVPD" smiles=COC[C@H](C)N.COC[C@H](C)N.COC[C@H](C)N.COC[C@H](C)N.COC[C@H](C)N.COC[C@H](C)N.COC[C@H](C)N.COC[C@H](C)N.COC[C@H](C)N.COC[C@H](C)N.CCO largest_force_ha_per_bohr=0.06168 molar_mass_da=937.4 e_above_lowest_ev=3.788 homo_ev=-8.4 e_lumo_ev=0.568
O -4.35815 6.06891 -0.11814
O 4.54967 -3.02715 -4.48980
O -3.81011 -1.64771 4.18338
O 1.31535 0.47452 5.38666
O -1.05827 0.98172 1.34534
O 1.61784 -6.40962 -1.55760
O -0.71290 -0.67858 -4.87927
O 0.08145 5.12660 -4.69607
O -3.27379 2.31531 7.99343
O 4.19318 -0.87297 1.64638
O 3.43636 2.73512 -2.91267
N 2.69778 1.87640 -5.89490
N -1.78640 -3.14357 -2.37829
N 0.23648 4.64442 -1.75425
N -4.53849 5.00574 5.75808
N -1.00828 -1.54092 0.02847
N 0.34204 -8.21715 0.19606
N -5.83208 4.81463 3.20719
N -1.63503 -3.67563 1.90045
N 3.16621 -0.77116 -7.27854
N 5.15149 -3.48940 2.20347
C 2.37536 -7.29408 -0.69728
C -0.10422 3.61496 -2.77566
C 4.32702 3.65785 -5.63888
C -3.54891 3.58671 7.54128
C -4.92416 4.85645 2.05876
C 0.13487 0.22627 4.70107
C 1.09122 -5.21098 -0.90456
C -1.59058 3.52818 -2.73816
C -4.52268 -0.45688 4.00678
C -3.39701 3.05541 5.01869
C -1.90019 -2.31168 -3.57589
C 2.87274 -4.37049 2.59961
C -1.21948 -3.49641 4.33515
C 1.37915 -1.33247 -0.40104
C 4.11871 1.90037 -3.82666
C -3.10417 -1.41924 -3.29972
C 3.10803 2.12064 -1.66049
C 3.24123 -3.14376 -7.39256
C 0.18733 -0.84502 0.43049
C 3.48338 -1.79699 2.48073
C -2.97140 6.33992 0.12587
C -5.22999 6.03677 1.05084
C -4.98728 3.49270 1.43107
C 0.38684 0.24806 -4.96975
C 3.72948 -3.24206 1.93923
C -1.00011 0.05215 5.73061
C 0.49146 3.91178 -4.09921
C 1.65528 -7.78651 0.56482
C -1.33085 2.33794 1.42380
C 4.01369 2.26030 -5.33192
C 3.17469 -1.95590 -6.42961
C -2.70638 2.36245 9.41619
C -4.25351 3.67624 6.13461
C 3.65615 -3.04336 -3.35740
C 0.78456 5.44117 -5.89963
C -0.69012 -1.46234 -3.64529
C 4.38233 -1.93263 -5.38983
C -2.95393 -1.97743 3.11682
C -0.03557 0.69923 0.36953
C -2.29427 -3.34456 3.15046
C 4.04689 0.48449 2.01531
C 2.25089 -8.94284 1.24758
H -3.04185 -4.10687 3.36979
H 1.89702 -4.82524 -0.28008
H -1.71914 2.78549 0.50891
H -4.11832 3.32516 0.79473
H 1.80126 -4.25449 2.43659
H 5.31046 -3.50325 3.20079
H 0.35963 2.69183 -2.42814
H -6.26856 5.88769 0.75545
H 2.37276 -0.90693 -7.88855
H -1.39009 -4.65039 2.00015
H 2.39708 2.77073 -1.15058
H -2.10633 2.55353 2.15881
H 0.22868 3.15004 -4.83324
H -2.31415 -3.81737 1.16641
H -2.86979 7.41677 0.26068
H -3.04559 -0.50010 -3.88268
H 3.69045 -2.25152 -2.60912
H -0.40005 2.87648 1.60185
H -0.36566 1.03101 -0.61488
H -2.16507 -1.23265 3.01135
H 3.27856 -8.61731 1.40884
H -1.71336 -3.47386 5.30658
H 0.25854 -1.99402 -3.57134
H 3.17254 -5.38992 2.35676
H 5.17332 1.89354 -3.55123
H 1.23224 4.80910 -1.79211
H 4.49554 -0.99277 -4.84952
H 2.39396 -3.39288 -8.03143
H -4.03229 -1.94355 -3.52729
H 3.07785 0.10138 -6.77757
H 2.44033 -1.48056 2.48418
H -1.93213 3.28344 -1.73240
H -0.79332 -0.78313 6.39967
H 1.30098 -1.10856 -1.46492
H -2.45630 3.60413 4.97309
H 4.30823 3.93220 -6.69362
H 1.57744 3.94284 -4.01103
H 1.56253 -2.39826 -0.26480
H 1.97960 2.42295 -5.44146
H 5.65025 -2.67788 1.86765
H 0.33640 0.77211 -5.92417
H -3.14565 -1.13584 -2.24802
H -5.20257 3.14099 6.10488
H -5.04488 -0.23738 4.93803
H -3.38312 2.74459 10.18045
H -1.48877 -2.58446 -1.59158
H -6.61094 4.24594 2.90710
H 0.13044 -0.55500 3.94101
H -4.96527 4.91716 4.84698
H 0.95456 1.13192 0.51278
H -2.04036 2.74235 -3.34500
H -1.96316 -0.18397 5.27796
H -3.56290 -1.81559 2.22740
H 2.99455 0.71906 1.85514
H -3.89022 0.40082 3.77775
H 0.01262 -7.60161 -0.53380
H -3.96635 3.09650 4.09011
H 2.60134 -3.03519 -3.63201
H 2.97950 -4.20741 3.67204
H 2.66141 1.12660 -1.68346
H 0.84230 4.65224 -6.64953
H -5.12054 5.39358 6.48672
H 3.34857 -6.87389 -0.44348
H 4.77170 1.65106 -5.82421
H -6.22459 5.73066 3.37131
H -2.41935 6.10505 -0.78417
H 5.34587 -1.94066 -5.89937
H -0.69073 -0.78341 -2.79255
H 5.36161 3.89860 -5.39441
H -1.18154 -2.32745 0.63794
H 2.65494 2.19193 -6.85339
H 0.27408 -5.37370 -0.20178
H 3.42166 -4.07726 -6.85953
H -0.08705 1.09126 4.07606
H -3.14035 2.04824 5.34708
H 3.89290 -1.59415 3.47030
H -2.62826 4.16833 7.49424
H 3.81968 -3.92558 -2.73849
H -3.94166 5.04344 2.49216
H 4.28121 0.83408 3.02079
H 1.33888 -0.27844 -4.90255
H -5.22864 6.97226 1.61027
H 1.17424 1.16753 6.03583
H -5.88158 3.35239 0.82392
H -0.17522 5.45169 -2.20027
H -2.50482 5.77084 0.92996
H -4.23559 4.11935 8.19921
H -2.52872 1.34641 9.76859
H -2.57893 -3.66344 -2.02940
H -1.72714 -0.87744 0.27974
H 2.60069 -8.12694 -1.36336
H 4.65336 1.04592 1.30461
H 0.34869 6.31668 -6.38089
H 1.75482 -9.15791 2.19403
H -1.18223 0.95953 6.30646
H 2.35588 -9.86998 0.68412
H 3.56580 -3.25536 0.86168
H -5.29463 -0.63264 3.25758
H 1.64606 -6.92180 1.22836
H 4.18945 -3.04106 -7.92023
H 0.41879 -9.08577 -0.31357
H 3.74700 0.88559 -3.68472
H 0.39090 0.99637 -4.17721
H -0.43799 -2.73723 4.36703
H 3.99378 2.03066 -1.03164
H 3.68256 4.34388 -5.08921
H -1.83722 3.02016 9.42393
H -2.13065 4.43467 -3.01146
H -4.87058 2.67741 2.14505
H -0.78653 -4.49418 4.26376
H 0.33313 -1.04172 1.49264
H 1.79167 5.81648 -5.71799
H -1.98678 -2.91554 -4.47920
H 2.25087 -2.09579 -5.86829
H 2.33010 -0.88178 -0.11702
H 0.70628 -4.49493 -1.63065